This record from the OMol25 dataset describes a structure of composition C35H45BaN4O3PS2. The level of theory is ωB97M-V/def2-TZVPD.

```
91
Properties=species:S:1:pos:R:3:forces:R:3:mulliken_charge:R:1
Ba -0.278 -0.392 -1.346 -0.039 0.008 -0.097 1.655
C -1.272 1.892 4.008 -0.003 0.005 0.002 -1.796
C -1.469 1.025 2.765 -0.001 0.010 -0.004 0.481
C -2.095 1.895 1.673 0.009 -0.012 0.006 -1.441
P 0.029 0.215 2.004 0.001 0.016 -0.029 1.284
C 0.649 -1.068 3.217 -0.005 -0.004 -0.004 1.154
C 2.158 -1.248 3.037 -0.007 -0.008 0.004 -1.608
C 0.296 -0.953 4.698 -0.007 -0.009 0.001 -1.750
C 1.249 1.554 1.967 0.029 -0.002 0.007 -0.248
C 1.849 2.072 3.118 -0.012 -0.013 0.014 -0.070
C 2.769 3.106 3.088 0.009 0.015 -0.008 0.577
C 3.402 3.644 4.344 -0.001 -0.001 0.000 -1.770
C 3.082 3.634 1.833 -0.007 -0.003 0.004 -1.015
C 2.515 3.150 0.674 -0.003 -0.005 -0.007 -0.363
C 1.583 2.085 0.696 -0.009 0.004 -0.005 -1.405
N 1.029 1.556 -0.429 -0.019 -0.046 -0.002 0.368
C 1.297 2.121 -1.691 0.038 0.004 -0.019 -1.305
C 2.211 1.486 -2.546 0.022 -0.001 0.033 2.515
C 3.102 0.393 -2.005 0.017 0.017 -0.010 -1.443
C 2.345 1.919 -3.866 -0.016 -0.006 -0.009 -1.371
C 1.606 2.982 -4.357 -0.010 -0.001 0.010 0.689
C 1.733 3.431 -5.787 0.000 0.003 0.000 -1.526
C 0.729 3.628 -3.487 0.003 -0.006 -0.005 -1.118
C 0.559 3.222 -2.173 -0.002 -0.008 0.003 1.385
C -0.394 3.934 -1.257 0.007 0.004 -0.002 -1.001
H -2.240 2.286 4.328 -0.001 -0.001 -0.002 0.512
H -0.630 2.742 3.775 0.000 -0.001 0.002 0.346
H -0.838 1.358 4.849 0.000 0.003 -0.003 0.297
H -2.154 0.203 3.009 0.000 -0.002 0.000 0.636
H -1.432 2.732 1.443 -0.002 0.002 0.001 0.287
H -3.052 2.307 2.002 -0.001 0.002 -0.005 0.679
H -2.252 1.363 0.733 -0.011 0.006 0.000 -0.220
H 0.160 -1.979 2.847 0.000 0.002 0.003 -0.152
H 2.703 -0.446 3.534 -0.002 0.001 0.000 0.267
H 2.450 -1.233 1.986 0.003 -0.001 -0.002 0.203
H 2.479 -2.195 3.479 0.002 0.002 -0.003 0.478
H 0.787 -0.101 5.168 0.003 -0.001 -0.003 0.222
H 0.637 -1.851 5.219 -0.001 0.001 0.003 0.508
H -0.778 -0.865 4.863 0.001 0.001 0.000 0.366
H 1.582 1.652 4.082 -0.001 -0.002 -0.003 0.115
H 3.024 3.124 5.225 0.000 0.000 0.000 0.351
H 3.193 4.708 4.474 0.000 0.000 0.000 0.350
H 4.487 3.525 4.329 0.000 0.000 0.000 0.339
H 3.795 4.450 1.766 0.000 0.000 -0.002 0.399
H 2.789 3.582 -0.282 0.001 0.003 0.001 0.484
H 3.495 0.665 -1.025 0.000 0.002 0.000 0.178
H 3.935 0.212 -2.684 -0.006 -0.004 -0.007 0.504
H 2.593 -0.570 -1.879 -0.004 0.018 0.023 0.206
H 3.057 1.419 -4.516 0.003 0.003 0.001 0.359
H 2.552 2.919 -6.290 0.001 0.001 0.000 0.372
H 1.917 4.505 -5.847 0.000 0.001 0.000 0.360
H 0.817 3.225 -6.344 0.001 0.000 0.000 0.316
H 0.151 4.472 -3.851 -0.001 0.001 0.001 0.412
H -0.885 4.758 -1.773 0.000 0.001 -0.001 0.410
H 0.127 4.330 -0.383 0.000 0.000 0.000 0.317
H -1.160 3.249 -0.888 -0.003 0.003 0.002 -0.061
N 2.575 -2.988 0.117 -0.006 0.012 -0.014 -0.373
C 1.547 -3.190 -0.789 -0.012 -0.011 0.034 1.178
C 0.246 -3.474 -0.363 0.001 -0.008 0.000 -0.474
C -0.777 -3.662 -1.292 0.018 0.014 0.021 -0.635
C -0.529 -3.525 -2.649 0.012 -0.012 0.014 0.151
C 0.759 -3.208 -3.077 0.019 0.002 0.009 -0.725
C 1.784 -3.043 -2.163 0.018 -0.011 -0.025 -0.793
S -1.797 -3.751 -3.890 0.005 0.007 -0.006 1.232
O -1.746 -2.488 -4.624 0.003 0.017 0.003 -0.685
O -1.400 -4.913 -4.639 -0.004 -0.006 0.003 -0.696
O -3.030 -3.907 -3.109 0.010 -0.011 0.001 -0.702
H 3.510 -3.094 -0.241 -0.001 -0.009 -0.001 0.236
H 2.453 -3.387 1.033 -0.009 -0.002 -0.004 0.252
H 0.041 -3.588 0.697 -0.003 0.001 0.002 0.141
H -1.778 -3.920 -0.963 -0.001 -0.005 0.001 0.431
H 0.950 -3.107 -4.138 0.002 0.000 0.001 0.424
H 2.789 -2.829 -2.509 -0.002 0.007 -0.002 0.320
N -3.344 -1.215 -2.762 -0.001 -0.024 0.011 0.026
C -3.419 -0.284 -1.833 -0.015 0.043 0.009 -0.712
S -2.925 1.319 -2.133 -0.007 -0.049 0.043 -0.135
N -3.781 -0.641 -0.571 0.007 0.009 0.015 0.038
C -3.825 -1.962 -0.035 0.020 0.008 -0.008 -0.053
C -4.600 -2.962 -0.602 -0.008 -0.019 0.004 -0.353
C -4.561 -4.242 -0.068 0.000 0.004 -0.002 -0.594
C -3.791 -4.516 1.053 -0.017 -0.005 -0.006 -0.641
C -3.045 -3.502 1.641 0.009 0.019 -0.007 -0.557
C -3.051 -2.231 1.092 -0.003 -0.021 0.017 -0.093
H -2.986 -0.976 -3.677 0.002 0.023 0.008 0.399
H -3.473 -2.227 -2.631 -0.004 0.002 -0.004 0.031
H -3.767 0.124 0.086 -0.003 0.008 -0.006 0.362
H -5.220 -2.754 -1.464 0.001 0.004 0.000 0.591
H -5.138 -5.027 -0.537 0.000 0.001 0.001 0.397
H -3.772 -5.515 1.466 -0.001 0.000 -0.001 0.390
H -2.448 -3.703 2.522 -0.002 -0.002 -0.001 0.447
H -2.446 -1.441 1.525 -0.006 0.013 0.004 0.456
```
Positions in Å, forces in eV/Å.

Values from the calculation:
Orbital gap in eV: 6.97
Net charge: 0
Lowest unoccupied orbital energy in eV: 0.0
HOMO energy in eV: -6.99
Calculated total energy in Ha: -2968.82518
Energy relative to the best compared isomer or geometry (same formula, charge and spin) in kcal/mol: 0.0



This record from the OMol25 dataset describes a structure of composition C35H45BrN4OsP2. The level of theory is ωB97M-V/def2-TZVPD.

```
88
Properties=species:S:1:pos:R:3:forces:R:3:mulliken_charge:R:1
C 1.104 -7.272 -1.803 0.698 -0.277 0.175 -0.282
C 2.230 -6.458 -2.133 0.379 -1.472 -0.546 0.166
C 3.379 -7.212 -2.529 -0.157 -0.745 0.478 -0.370
C 3.422 -8.614 -2.333 1.463 -1.048 -0.428 -0.341
N 2.378 -9.323 -1.875 -0.096 4.807 -0.685 0.067
C 1.239 -8.660 -1.631 -1.384 -1.226 0.483 -0.402
C 2.238 -5.056 -2.061 0.306 -1.431 0.404 0.846
C 2.409 -3.966 -1.424 0.164 -3.219 -0.390 -1.116
C 2.379 -3.540 0.021 0.376 -2.101 -0.903 0.844
C 1.091 -3.032 0.207 -0.760 0.776 3.347 -1.052
C 1.130 -1.930 1.213 -2.666 -4.843 -0.294 -0.633
C 2.217 -1.538 1.978 1.565 -0.549 -0.247 0.195
C 3.250 -2.500 2.024 0.187 -0.030 -0.578 -0.812
C 3.314 -3.488 1.020 2.172 0.084 2.058 -0.388
Os 1.893 -2.179 -1.368 -0.375 6.574 -2.587 1.076
P 0.292 -0.840 -2.464 -1.096 0.079 -1.668 0.234
H 4.267 -6.729 -2.949 -0.300 -0.338 0.296 0.464
H 0.137 -6.817 -1.630 -0.013 -0.252 0.170 0.476
H 4.346 -9.187 -2.550 -0.566 0.455 0.026 0.409
H 0.393 -9.268 -1.276 0.279 0.359 -0.220 0.409
H 4.157 -4.196 0.993 -0.247 0.586 0.046 0.569
H 0.232 -3.596 -0.178 -0.216 0.441 1.125 1.033
H 4.022 -2.384 2.793 -0.179 -0.300 -0.370 0.630
H 0.175 -2.250 1.655 0.478 1.852 -0.093 0.402
C 0.265 1.013 -2.351 0.372 -0.372 0.798 -0.289
C 0.752 1.686 -3.629 -0.062 0.315 -0.390 -1.309
H 0.871 1.237 -1.458 -0.175 0.324 -0.440 0.303
H -0.770 1.319 -2.100 0.451 -0.324 -0.163 0.550
H 0.776 2.775 -3.506 0.022 -0.192 0.046 0.453
H 1.756 1.362 -3.922 -0.311 0.115 0.096 0.096
H 0.083 1.479 -4.475 0.289 0.099 0.341 0.301
C 1.546 -1.434 -3.675 -0.407 0.637 0.623 -0.147
C 1.058 -2.374 -4.766 0.471 -0.442 -0.118 -1.597
H 2.329 -2.060 -3.036 0.505 0.074 -1.672 -0.099
H 2.098 -0.574 -4.055 0.210 -0.290 0.009 0.505
H 1.937 -2.789 -5.283 -0.388 0.110 0.010 0.434
H 0.479 -3.220 -4.365 0.154 0.362 -0.139 0.306
H 0.458 -1.817 -5.494 0.094 -0.194 0.148 0.391
C -1.392 -1.164 -3.227 0.233 -0.577 0.890 -0.565
C -1.859 -0.149 -4.288 0.172 0.154 -0.012 -1.230
H -2.056 -1.164 -2.338 0.040 -0.117 -0.604 0.436
H -1.363 -2.190 -3.634 -0.138 0.410 0.275 0.506
H -2.799 -0.498 -4.742 0.324 0.078 0.256 0.429
H -2.043 0.847 -3.845 0.029 -0.480 -0.280 0.325
H -1.122 -0.034 -5.102 -0.404 -0.129 0.313 0.258
Br 2.501 0.089 3.034 -0.707 -1.268 -0.447 0.006
P 5.025 0.428 -0.624 -1.521 0.674 1.265 0.157
C 3.495 1.104 -1.357 0.245 -0.606 0.296 1.085
C 3.946 2.176 -2.339 -0.046 0.780 -0.481 -1.383
H 2.872 1.512 -0.538 0.319 -0.233 -0.281 0.513
H 2.968 0.214 -1.779 0.346 0.731 -0.046 -1.070
H 3.273 2.258 -3.199 0.314 0.111 0.287 0.278
H 3.978 3.156 -1.837 0.029 -0.343 -0.259 0.368
H 4.959 1.969 -2.712 -0.323 0.150 -0.143 0.451
C 5.152 1.109 1.051 1.067 0.715 0.462 0.631
C 6.554 0.950 1.681 0.378 -0.085 0.023 -1.219
H 4.406 0.596 1.688 0.224 0.128 -0.723 -0.797
H 4.897 2.180 1.038 -0.035 -0.282 -0.219 0.611
H 6.570 1.442 2.674 0.011 -0.345 -0.582 0.403
H 6.817 -0.124 1.817 -0.076 0.712 -0.068 0.291
H 7.323 1.439 1.043 -0.420 -0.370 0.517 0.357
C 4.853 -1.323 -0.408 0.452 -0.986 -0.458 2.165
C 6.087 -2.120 -0.865 0.006 -0.337 -0.236 -1.451
H 3.884 -1.675 -0.914 1.255 0.575 0.396 -1.341
H 4.720 -1.446 0.674 -0.026 0.037 -0.333 -0.455
H 5.940 -3.184 -0.614 0.182 0.381 -0.140 0.308
H 6.228 -2.030 -1.956 0.019 -0.105 0.456 0.412
H 7.009 -1.768 -0.366 -0.462 -0.180 -0.207 0.457
N -7.610 3.772 5.154 0.116 -0.061 -0.032 -0.210
C -6.695 3.199 4.737 0.711 -0.401 -0.548 -0.144
C -5.565 2.471 4.218 -1.309 0.716 0.956 0.599
C -4.806 1.708 5.114 1.721 -1.455 0.364 -1.006
C -3.726 0.978 4.622 -1.374 0.829 1.572 -0.527
C -3.403 1.032 3.259 1.312 -0.298 -0.027 2.115
C -4.168 1.782 2.354 -1.398 0.976 -0.031 -0.472
C -5.245 2.514 2.852 0.919 -0.462 -1.624 -0.964
N -2.221 0.412 2.883 -1.130 0.805 0.316 0.296
C -1.310 -0.149 3.772 -0.589 -0.669 -0.236 -0.687
C -0.427 -0.777 2.984 0.592 0.167 1.474 -0.941
N -0.592 -0.458 1.657 -3.048 1.804 -0.684 -0.080
C -1.737 0.203 1.601 1.608 -0.584 0.778 -0.535
H -5.022 1.662 6.187 -0.112 0.155 -0.508 0.476
H -3.116 0.397 5.309 -0.461 0.197 -0.148 0.328
H -3.884 1.813 1.305 -0.291 0.165 0.254 0.328
H -5.855 3.136 2.199 0.190 -0.168 0.040 0.495
H -1.431 -0.129 4.842 0.180 -0.089 -0.248 0.434
H 0.327 -1.471 3.346 -0.367 0.577 -0.042 0.842
H -2.264 0.520 0.727 0.002 0.198 -0.292 0.400
```
Positions in Å, forces in eV/Å.

Values from the calculation:
Orbital gap (spin up / spin down) in eV: 5.95 / 4.02
2S+1: 5
Net charge: +4
Lowest unoccupied orbital energy (spin up / spin down) in eV: -11.7 / -13.4
HOMO energy (spin up / spin down) in eV: -17.66 / -17.42
Calculated total energy in Ha: -4925.09788
Energy relative to the best compared isomer or geometry (same formula, charge and spin) in kcal/mol: 42.1



This record from the OMol25 dataset describes a cluster of 13 separate species, C35H45F3I2N13O in total. The level of theory is ωB97M-V/def2-TZVPD.

```
99
Properties=species:S:1:pos:R:3:forces:R:3:mulliken_charge:R:1
O -2.687 1.001 5.546 -0.584 0.083 -0.402 -0.486
C -2.363 1.523 4.524 0.994 0.064 1.178 0.154
I -3.728 1.919 2.917 0.329 0.031 0.322 0.115
C -0.847 1.871 4.385 -0.222 -0.127 -1.069 -1.006
C -0.214 0.598 3.810 -0.179 1.114 0.787 0.965
C -0.410 0.420 2.463 -0.072 0.121 0.404 -1.317
N 0.074 -0.679 1.888 -0.320 0.067 -0.975 0.253
C 0.739 -1.610 2.563 0.824 -1.550 -0.441 -0.596
I 1.445 -3.343 1.572 -0.316 0.703 0.219 0.146
C 0.977 -1.481 3.898 -0.231 0.579 1.182 0.053
C 0.484 -0.352 4.579 -0.160 0.447 -0.542 1.123
C 0.702 -0.162 6.054 0.119 -0.300 0.246 -1.241
C -0.189 -1.112 6.955 0.719 0.070 -2.056 -0.686
C -0.992 -2.149 6.224 1.666 -0.840 -0.067 0.646
F -1.957 -1.837 5.318 -1.292 0.573 1.446 -0.293
C -0.826 -3.509 6.490 -1.193 2.323 -0.007 -0.129
F 0.121 -4.238 5.950 0.793 -0.503 1.824 -0.155
F -1.652 -4.091 7.341 -0.375 -1.696 -1.484 -0.206
H -0.667 2.712 3.702 -0.187 -0.311 -0.009 0.393
H -0.431 2.155 5.352 -0.375 -0.215 -0.047 0.309
H -0.971 1.137 1.867 0.290 -0.219 -0.116 0.396
H -0.080 -0.786 0.889 0.135 -0.107 0.031 0.352
H 1.517 -2.237 4.460 -0.026 0.053 -0.316 0.639
H 0.513 0.872 6.351 0.222 -0.236 -0.154 0.062
H 1.756 -0.397 6.261 -0.238 0.149 -0.065 0.605
H 0.468 -1.666 7.635 -0.266 0.242 0.047 0.308
H -0.872 -0.476 7.536 -0.016 -0.410 -0.029 0.368
C 2.516 3.479 1.569 0.146 0.060 -0.147 -0.980
C 1.067 3.450 1.438 -0.140 0.021 -0.053 0.546
N -0.079 3.409 1.344 0.172 -0.060 0.074 -0.449
H 2.789 3.838 2.558 -0.019 -0.018 0.000 0.224
H 2.914 2.475 1.433 -0.027 -0.010 0.034 0.338
H 2.948 4.139 0.818 -0.117 0.054 -0.012 0.361
C -5.832 2.142 -1.255 -0.102 0.154 0.124 -0.395
C -5.927 2.831 0.034 -0.048 0.026 0.031 0.368
N -6.010 3.372 1.046 0.092 -0.190 -0.245 -0.452
H -5.180 2.700 -1.924 0.001 -0.007 0.009 0.265
H -5.424 1.147 -1.109 0.073 -0.007 0.028 -0.101
H -6.822 2.064 -1.703 0.002 0.041 0.016 0.312
C -3.158 -5.757 5.022 -0.039 -0.072 -0.228 -0.211
C -3.457 -6.234 3.668 -0.002 -0.032 -0.049 0.227
N -3.685 -6.610 2.606 0.111 0.141 0.272 -0.397
H -2.748 -4.749 4.972 -0.062 0.015 -0.035 -0.180
H -4.066 -5.743 5.622 0.011 0.006 0.000 0.349
H -2.431 -6.416 5.495 -0.035 -0.016 0.015 0.207
C -5.088 -2.473 -1.324 0.137 0.178 0.073 -0.785
C -4.228 -1.355 -0.924 0.061 -0.005 0.029 0.415
N -3.553 -0.477 -0.610 -0.125 -0.292 -0.059 -0.424
H -5.237 -3.144 -0.480 0.005 0.010 0.001 0.270
H -6.054 -2.096 -1.656 0.010 0.001 0.004 0.296
H -4.622 -3.024 -2.139 0.000 0.013 0.003 0.285
C 3.554 2.764 6.681 -0.056 -0.099 -0.223 -0.987
C 3.168 2.217 5.376 0.038 0.007 -0.041 0.484
N 2.869 1.786 4.351 -0.008 0.087 0.345 -0.357
H 3.937 3.776 6.557 -0.005 -0.007 -0.007 0.341
H 2.690 2.789 7.343 0.004 0.010 -0.007 0.291
H 4.329 2.143 7.127 0.002 0.003 -0.018 0.312
C 2.100 -1.936 -2.618 0.045 0.142 0.101 -0.908
C 2.116 -0.739 -1.773 -0.012 0.024 0.050 0.421
N 2.123 0.201 -1.107 -0.123 -0.295 -0.070 -0.434
H 2.597 -2.759 -2.106 0.019 0.041 0.029 0.334
H 1.073 -2.219 -2.837 0.008 0.034 -0.049 0.288
H 2.618 -1.732 -3.553 -0.049 0.008 -0.019 0.313
C 0.488 1.772 -4.710 0.094 -0.155 -0.064 -0.578
C 0.675 0.432 -5.274 0.001 -0.017 -0.024 0.359
N 0.824 -0.620 -5.717 -0.011 0.299 0.244 -0.368
H -0.544 1.899 -4.392 0.000 -0.005 -0.028 0.268
H 1.145 1.905 -3.852 -0.013 -0.043 0.009 0.244
H 0.723 2.524 -5.462 -0.078 -0.016 -0.033 0.043
C 1.017 -2.530 -8.297 0.036 -0.330 -0.191 -0.575
C 1.107 -3.806 -9.017 -0.001 -0.020 -0.066 0.240
N 1.177 -4.805 -9.581 -0.017 0.271 0.166 -0.352
H 1.530 -1.752 -8.859 0.003 0.001 0.019 0.222
H -0.026 -2.248 -8.170 0.017 0.009 0.038 0.267
H 1.479 -2.623 -7.318 -0.037 0.047 0.006 0.199
C 0.555 -7.465 4.283 0.210 0.090 -0.081 -0.526
C 1.845 -6.837 3.978 0.046 0.012 -0.010 0.283
N 2.857 -6.346 3.736 -0.351 -0.051 0.044 -0.389
H 0.709 -8.504 4.569 -0.001 0.008 -0.004 0.351
H 0.075 -6.937 5.105 0.033 -0.007 0.017 0.059
H -0.092 -7.429 3.408 0.005 -0.012 -0.003 0.241
C -0.964 7.376 -0.112 0.207 -0.076 0.009 -0.749
C 0.459 7.032 -0.045 -0.034 0.020 -0.007 0.363
N 1.576 6.769 0.006 -0.192 -0.053 0.035 -0.392
H -1.566 6.479 0.025 0.025 -0.006 0.013 0.244
H -1.208 8.092 0.671 0.009 -0.003 -0.007 0.266
H -1.192 7.816 -1.081 0.014 0.003 0.008 0.278
C 2.784 3.788 -8.199 -0.497 0.222 0.244 -0.340
C 1.342 3.843 -7.928 -0.019 0.060 0.023 0.364
N 0.211 3.882 -7.719 0.333 -0.079 0.019 -0.445
H 3.293 3.260 -7.395 0.027 -0.028 -0.048 0.293
H 2.965 3.270 -9.129 0.006 -0.011 0.010 -0.185
H 3.184 4.798 -8.270 -0.006 -0.006 0.008 0.296
C 3.380 1.460 -12.016 0.126 0.072 0.193 -0.789
C 4.157 1.885 -10.847 0.163 -0.063 -0.037 0.462
N 4.767 2.219 -9.930 -0.124 -0.209 -0.397 -0.463
H 4.050 1.078 -12.784 0.004 0.005 0.012 0.321
H 2.681 0.676 -11.731 0.011 0.002 -0.002 0.243
H 2.824 2.305 -12.417 0.010 -0.002 0.004 0.279
```
Positions in Å, forces in eV/Å.

Values from the calculation:
Orbital gap in eV: 7.09
Net charge: +1
Lowest unoccupied orbital energy in eV: -3.4
HOMO energy in eV: -10.46
Calculated total energy in Ha: -3042.26040



Q: Which of these has the highest net charge?
A: C35H45BrN4OsP2



Q: Look up the net charge of the second one.
A: +4



Q: What is the net charge in the first record?
A: 0